No. 1
11
Properties=species:S:1:pos:R:3 method="wB97M-V/def2-TZVPD" fmax_ev_per_a=2.07 de_lowest_ev=3.952 lumo_energy_ev=0.17 charge=0 homo_energy_ev=-7.93 orbital_gap_ev=8.095
C -0.942 -1.608 0.240
C -0.090 0.190 0.044
O 0.237 -1.211 1.849
C 0.524 -0.116 1.229
C 0.265 1.157 -1.025
H -0.973 -2.666 0.136
H -0.578 1.811 -1.277
H 0.584 0.662 -1.956
H 1.222 0.596 1.682
H 1.103 1.771 -0.679
N -1.353 -0.586 -0.243

---

No. 2
28
Properties=species:S:1:pos:R:3 method="wB97M-V/def2-TZVPD" fmax_ev_per_a=5.02 de_lowest_ev=9.295 lumo_energy_ev=-0.02 charge=0 smiles="CC(C)CC[C@@H](C)OOO[N+](=O)[O-]" homo_energy_ev=-11.10 orbital_gap_ev=11.078
H 1.490 -3.082 1.060
H -2.390 2.445 1.140
H 1.531 -2.961 -0.697
H -3.971 0.216 -1.417
C -2.730 2.045 0.183
H -2.238 2.618 -0.605
H -3.803 2.224 0.102
C 1.142 -1.091 0.282
C -0.882 0.339 0.230
H -2.748 -1.052 -1.399
O 2.349 0.796 -0.266
H 1.524 -0.550 1.167
H -0.362 0.834 -0.599
O 5.650 0.899 0.668
H -0.738 -1.671 -0.548
O 4.154 2.385 0.261
H -0.541 0.877 1.120
H -2.915 0.011 0.850
H -0.754 -1.617 1.204
N 4.495 1.211 0.395
O 3.571 0.230 0.263
C 1.797 -2.454 0.227
H 2.883 -2.350 0.253
H -2.386 0.516 -2.123
C -2.397 0.556 0.044
C -0.383 -1.101 0.313
C -2.903 0.023 -1.298
O 1.558 -0.297 -0.808

---

No. 3
77
Properties=species:S:1:pos:R:3 method="wB97M-V/def2-TZVPD" fmax_ev_per_a=0.77 spin_multiplicity=6 de_lowest_ev=0.000 lumo_energy_ev="0.41 / -0.28" charge=0 homo_energy_ev="-6.41 / -8.33" orbital_gap_ev="6.820 / 8.051"
C -0.422 2.694 1.289
O -0.084 0.219 -2.105
C 0.236 0.187 -3.526
H 0.089 -2.781 -1.549
H -1.772 -0.290 -4.091
C -2.871 1.560 0.168
H 0.833 -0.745 3.521
H 1.662 -1.763 -5.203
C -1.238 -3.027 2.353
O 2.118 -0.399 -2.169
N -0.563 -1.312 0.769
H 0.737 2.303 -3.560
C 0.427 3.576 0.601
C -0.585 -5.332 2.027
C 1.215 3.121 -0.597
N 1.358 -0.077 2.969
H -3.801 -1.099 0.716
C -1.232 -4.357 2.765
C -2.949 -1.360 0.083
H -0.964 1.926 -3.834
C -1.939 -1.991 3.195
B 1.042 -0.093 -1.391
H -1.739 -4.621 3.687
H 1.016 0.845 3.229
C -1.694 -0.652 0.499
H -2.038 2.524 4.261
N -0.504 1.334 0.893
H 0.558 2.722 -1.370
C 0.081 -3.657 0.413
H 1.931 2.335 -0.343
H -3.138 1.347 -0.871
H 0.571 -5.729 0.265
H 1.789 3.950 -1.012
H 1.252 -2.460 -3.630
C -1.007 4.465 2.816
C -0.198 5.348 2.126
H -1.426 -1.030 3.151
C 0.768 -3.309 -0.875
C -1.129 3.135 2.417
H -0.588 -6.362 2.358
C 0.066 -4.974 0.857
H -3.034 2.189 2.851
H 1.164 5.574 0.484
H 1.126 -4.209 -1.376
H 2.443 0.744 -5.306
H -1.555 4.799 3.690
C 1.730 -0.338 -3.569
H -2.685 2.628 0.257
H 0.218 1.657 -5.123
H -0.564 -0.853 -5.252
H -2.816 -2.440 0.115
Mn 1.088 -0.074 0.736
C -1.655 0.767 0.555
C 0.057 1.605 -4.044
C -0.777 -0.729 -4.189
C 1.889 -1.740 -4.136
C 3.606 0.330 2.020
H 2.925 -2.051 -4.000
H -3.739 1.307 0.780
H -0.794 -1.711 -3.720
C 2.810 -0.180 3.217
C 0.516 4.895 1.026
C -0.580 -2.676 1.164
H -1.989 -2.315 4.235
C 2.706 0.600 -4.256
H -2.964 -1.810 2.860
H -1.641 1.179 3.181
H 3.705 0.165 -4.210
H 2.743 1.571 -3.766
H -3.217 -1.081 -0.941
H 3.136 0.347 4.111
H 3.059 -1.235 3.334
O 4.749 0.689 2.158
C -2.005 2.206 3.219
O 2.956 0.295 0.876
H 1.631 -2.659 -0.730
H -0.114 6.379 2.446

---

What did the second record say?
28
Properties=species:S:1:pos:R:3 method="wB97M-V/def2-TZVPD" fmax_ev_per_a=5.02 de_lowest_ev=9.295 lumo_energy_ev=-0.02 charge=0 smiles="CC(C)CC[C@@H](C)OOO[N+](=O)[O-]" homo_energy_ev=-11.10 orbital_gap_ev=11.078
H 1.490 -3.082 1.060
H -2.390 2.445 1.140
H 1.531 -2.961 -0.697
H -3.971 0.216 -1.417
C -2.730 2.045 0.183
H -2.238 2.618 -0.605
H -3.803 2.224 0.102
C 1.142 -1.091 0.282
C -0.882 0.339 0.230
H -2.748 -1.052 -1.399
O 2.349 0.796 -0.266
H 1.524 -0.550 1.167
H -0.362 0.834 -0.599
O 5.650 0.899 0.668
H -0.738 -1.671 -0.548
O 4.154 2.385 0.261
H -0.541 0.877 1.120
H -2.915 0.011 0.850
H -0.754 -1.617 1.204
N 4.495 1.211 0.395
O 3.571 0.230 0.263
C 1.797 -2.454 0.227
H 2.883 -2.350 0.253
H -2.386 0.516 -2.123
C -2.397 0.556 0.044
C -0.383 -1.101 0.313
C -2.903 0.023 -1.298
O 1.558 -0.297 -0.808